C4H10NO2P | wB97M-V/def2-TZVPD

Computed properties:
Lowest unoccupied orbital energy (alpha / beta) (eV): 0.562 / 0.838
Orbital gap (alpha / beta) (eV): 6.5 / 7.4
Total charge: 0
Energy above the lowest of the compared OMol25 structures with the same formula, charge and spin (eV): 4.147
Molecular weight (g/mol): 135.1
Electronic energy (hartree): -704.91036

Each line ends with the Löwdin charge.
Element x y z (Å)
C1 1.50943 0.42650 0.58997  -0.19
C2 1.01285 -1.01087 0.83808  -0.18
C3 0.80970 0.91167 -0.63779  -0.23
C4 0.29599 -1.32519 -0.48963  -0.19
N1 0.57435 -0.30478 -1.36261  -0.08
O1 -1.54198 0.39208 1.38731  -0.38
O2 -2.68797 0.85172 -0.78961  -0.37
P1 -2.53436 -0.33579 0.39559  0.77
H1 1.20611 1.05722 1.38432  0.09
H2 2.60258 0.39189 0.57779  0.11
H3 1.84415 -1.63270 0.86262  0.07
H4 0.26919 -1.26358 1.72313  0.13
H5 -0.30039 1.24161 -0.43530  0.11
H6 1.41830 1.68896 -1.20292  0.13
H7 0.31940 -2.29073 -1.01149  0.09
H8 -1.91760 0.91099 2.04433  0.01
H9 0.14811 -0.26741 -2.27868  0.13
H10 -3.02786 0.55843 -1.59512  -0.02

Atomic forces in eV per Å
C -0.22 -0.48 1.30
C -3.25 -0.26 -0.27
C -1.76 1.52 -1.02
C -0.09 -0.16 -0.28
N 0.79 -0.39 -1.06
O 2.15 -0.39 -0.60
O 1.20 0.73 2.47
P -0.95 -1.22 -1.74
H -0.02 0.69 1.06
H -0.18 0.34 -0.50
H 1.48 -1.41 0.59
H 1.81 0.94 -1.57
H 2.48 0.49 0.14
H -0.98 -0.98 0.50
H -0.32 0.05 0.76
H -1.19 1.55 1.94
H -0.05 -0.06 0.28
H -0.93 -0.94 -1.99

---

C4H10NO3 | wB97M-V/def2-TZVPD

Computed properties:
Lowest unoccupied orbital energy (eV): 3.892
Orbital gap (eV): 7.0
Total charge: -1
Energy above the lowest of the compared OMol25 structures with the same formula, charge and spin (eV): 3.249
Molecular weight (g/mol): 120.1
Electronic energy (hartree): -438.86583

Each line ends with the Löwdin charge.
Element x y z (Å)
C1 -0.84642 1.48817 0.95244  -0.37
N1 -1.19297 0.18866 0.66223  -0.13
C2 -1.70574 -0.02283 -0.73740  -0.05
C3 -0.57783 -1.04549 1.29298  -0.14
C4 0.89657 -1.32693 0.63018  -0.52
O1 0.87880 -1.67846 -0.62721  -0.31
O2 -1.02211 2.43820 0.18615  -0.06
H1 -0.51999 1.82276 2.05171  0.15
H2 -1.78343 -1.10246 -0.84546  0.07
H3 -2.72550 0.33460 -0.64949  0.07
H4 -1.17594 0.49445 -1.51915  0.08
H5 -0.39580 -0.96280 2.28801  0.04
H6 -1.36871 -1.83260 1.19564  0.11
H7 1.20549 -2.17789 1.21941  0.06
H8 1.52147 -0.41988 0.89116  0.09
H9 2.22525 0.69561 -2.29573  0.00
H10 2.50310 -0.41372 -1.17134  0.04
O3 2.92648 0.20073 -1.88763  -0.13

Atomic forces in eV per Å
C -0.42 0.56 1.12
N 1.24 0.45 -0.05
C -0.74 -0.40 2.20
C -0.09 0.75 -3.70
C -2.07 -0.33 0.50
O 0.40 0.61 -1.75
O 0.06 -0.69 0.16
H -0.31 -1.62 -1.80
H 0.49 0.14 -0.47
H -0.37 0.39 -0.60
H 0.39 -0.06 -0.03
H 0.29 0.98 3.25
H 1.00 0.27 -0.35
H 0.80 -0.60 1.37
H -0.36 -0.13 0.25
H -0.68 -0.04 0.10
H 0.10 1.12 -2.08
O 0.27 -1.39 1.85

---

C4H10NO3 | wB97M-V/def2-TZVPD

Computed properties:
Lowest unoccupied orbital energy (eV): -0.436
Orbital gap (eV): 3.8
Total charge: -1
Energy above the lowest of the compared OMol25 structures with the same formula, charge and spin (eV): 10.054
Molecular weight (g/mol): 120.1
Electronic energy (hartree): -438.61577

Each line ends with the Löwdin charge.
Element x y z (Å)
O1 -0.63557 -2.49786 1.02002  -0.14
C1 0.13003 -1.90348 -0.02098  -0.44
N1 1.60922 -1.70959 0.35421  0.05
C2 -0.42222 -0.46945 -0.29751  -0.15
C3 -0.70804 0.51592 0.86429  -0.16
C4 -0.30332 1.94545 0.52884  -0.40
O2 -0.28890 2.66486 1.68899  -0.13
H1 0.03167 -2.30116 -0.97910  0.11
H2 1.91504 -0.75235 0.43470  0.05
H3 -1.27159 -0.51538 -0.96994  0.10
H4 0.30405 0.08404 -0.91313  0.07
H5 -1.68417 0.38740 1.33536  0.11
H6 0.00800 0.32731 1.69506  0.11
H7 0.62365 1.96231 -0.03721  0.10
H8 -1.05429 2.34304 -0.11557  0.11
H9 0.15795 1.21115 -3.32688  -0.10
H10 1.82392 -2.15289 1.25681  0.06
O3 -0.23542 0.86068 -2.51797  -0.35

Atomic forces in eV per Å
O 2.39 1.64 -3.85
C 0.78 -0.18 6.77
N -1.06 -1.30 0.09
C -2.05 3.25 1.24
C 1.02 -3.98 1.10
C 0.42 3.01 1.31
O 0.12 -1.05 -1.29
H -0.11 -1.22 -1.69
H -0.37 0.26 -0.22
H -0.18 -0.11 0.03
H 0.73 -0.58 -1.08
H -0.06 0.51 -0.42
H -0.41 -0.34 -0.46
H 0.47 -0.24 -0.01
H -1.08 0.21 -1.00
H 0.43 0.17 0.28
H -0.50 0.07 -0.62
O -0.54 -0.11 -0.20

---

C4H10NO5 | wB97M-V/def2-TZVPD

Computed properties:
Lowest unoccupied orbital energy (eV): 3.396
Orbital gap (eV): 8.6
Total charge: -1
Energy above the lowest of the compared OMol25 structures with the same formula, charge and spin (eV): 0.714
Molecular weight (g/mol): 152.1
Electronic energy (hartree): -589.47544

Each line ends with the Löwdin charge.
Element x y z (Å)
C1 1.19103 0.26449 1.12055  -0.35
N1 1.03867 -0.78192 0.32301  0.07
C2 -1.32133 -0.67041 -0.42169  -0.05
C3 0.12998 -1.00490 -0.79974  -0.28
C4 0.38758 -2.46012 -1.30763  -0.70
O1 1.59327 -2.78484 -1.25824  -0.07
O2 -0.61499 -3.09073 -1.67331  -0.04
O3 0.61795 1.35566 1.01257  -0.06
H1 2.02923 0.16827 1.82714  0.13
H2 1.78337 -1.47280 0.32302  0.12
H3 -1.92472 -1.02001 -1.25468  0.07
H4 -1.37167 0.35220 -0.05918  0.05
H5 -1.57901 -1.35525 0.39643  0.08
H6 0.44230 -0.30708 -1.59003  0.14
H7 -1.29419 0.87547 2.43372  0.01
H8 -0.65448 2.23211 2.55633  0.01
O4 -1.39541 1.71635 2.88857  -0.08
H9 0.83129 2.30839 -1.93826  0.03
H10 -0.20347 2.60746 -0.94913  0.01
O5 0.31462 3.06767 -1.62944  -0.08

Atomic forces in eV per Å
C 0.42 1.03 -1.12
N 0.44 -0.63 0.41
C 1.05 -1.44 0.40
C -0.34 1.15 0.25
C -0.25 0.20 0.22
O 0.17 -0.24 0.01
O 0.11 -0.05 -0.18
O -0.28 -0.31 0.24
H -0.15 -0.29 0.20
H -0.15 -0.25 0.03
H -0.31 0.68 -0.08
H -0.50 0.13 -0.43
H -0.10 0.20 0.07
H -0.02 -0.15 -0.18
H 0.05 0.07 -0.11
H 0.13 -0.16 -0.21
O -0.35 0.09 0.41
H 0.11 0.39 -0.15
H 0.07 0.40 0.17
O -0.12 -0.81 0.06

---

C4H10NOP | wB97M-V/def2-TZVPD

Computed properties:
Lowest unoccupied orbital energy (alpha / beta) (eV): -0.098 / 0.464
Orbital gap (alpha / beta) (eV): 7.5 / 8.1
Total charge: 0
Energy above the lowest of the compared OMol25 structures with the same formula, charge and spin (eV): 3.081
Molecular weight (g/mol): 119.1
Electronic energy (hartree): -629.65875

Each line ends with the Löwdin charge.
Element x y z (Å)
C1 -0.34599 0.75912 -0.00789  -0.33
C2 -2.71372 0.38183 0.13879  -0.03
C3 -1.17674 -1.49843 -0.22763  -0.08
C4 3.30408 0.72555 -0.27590  -0.48
N1 -1.33983 -0.07753 -0.04219  -0.20
O1 -0.18301 1.93730 0.08993  0.06
P1 2.25376 -0.73317 0.16095  0.74
H1 -3.33598 0.02499 -0.68320  0.09
H2 -3.10993 -0.00217 1.08170  0.09
H3 -2.72642 1.46878 0.16151  0.09
H4 -1.59349 -2.04131 0.62237  0.09
H5 -1.69203 -1.81564 -1.13725  0.09
H6 -0.11290 -1.72110 -0.31365  0.00
H7 2.78275 1.64027 0.00107  0.01
H8 3.49153 0.72595 -1.34820  0.01
H9 4.25477 0.67301 0.25169  0.01
H10 2.24316 -0.44744 1.52790  -0.17

Atomic forces in eV per Å
C 2.82 0.27 0.13
C -0.09 0.20 0.06
C 0.25 -0.32 -0.07
C -0.35 -0.17 -0.11
N -1.11 -0.30 0.01
O -0.62 -0.40 -0.03
P -0.67 0.47 -0.50
H 0.01 0.02 0.01
H -0.02 0.00 -0.05
H 0.00 -0.01 -0.01
H -0.03 0.01 0.02
H 0.00 -0.01 0.03
H -0.20 0.00 -0.02
H 0.06 0.14 -0.02
H 0.03 0.06 0.00
H 0.05 0.03 0.04
H -0.13 0.02 0.50

---

C4H10NOP | wB97M-V/def2-TZVPD

Computed properties:
Lowest unoccupied orbital energy (eV): 0.887
Orbital gap (eV): 9.4
SMILES string: C/C=C/O.C=NP
Total charge: 0
Energy above the lowest of the compared OMol25 structures with the same formula, charge and spin (eV): 3.547
Molecular weight (g/mol): 119.1
Electronic energy (hartree): -629.64162

Each line ends with the Löwdin charge.
Element x y z (Å)
C1 -0.81061 0.18537 1.57225  -0.28
C2 0.37519 -1.75504 0.58735  -0.12
C3 -0.27449 1.03368 -2.30785  -0.16
C4 -0.76523 -1.05621 1.22205  -0.18
N1 0.46314 0.95893 -1.26689  -0.39
O1 -1.89445 0.81566 2.02461  0.03
P1 2.15734 1.25158 -1.40082  0.75
H1 0.10947 0.79827 1.55073  0.12
H2 1.22400 -1.56794 1.09199  0.02
H3 0.29664 -2.88974 0.55967  0.10
H4 0.47819 -1.45852 -0.38633  0.01
H5 -1.34946 0.70351 -2.24392  0.08
H6 0.06640 1.48491 -3.25114  0.05
H7 -2.60465 0.27842 1.73400  0.07
H8 -1.76995 -1.58845 1.19545  0.13
H9 2.29021 0.47549 -0.10368  -0.08
H10 2.00825 2.33007 -0.57747  -0.14

Atomic forces in eV per Å
C 2.43 1.57 0.50
C -2.49 -2.91 0.58
C -0.26 0.14 1.05
C -2.27 -2.84 -0.99
N -1.70 -0.63 -1.76
O 0.07 1.50 0.49
P 0.08 -1.46 1.75
H -0.71 -0.14 0.16
H 3.21 0.78 1.68
H -0.27 1.34 0.24
H 0.36 0.80 -2.62
H 1.02 0.46 -0.04
H -0.05 -0.38 -0.07
H -1.56 -0.65 -0.13
H 1.18 0.44 0.20
H 0.62 0.59 -1.53
H 0.35 1.37 0.50